{
  "formula": "C36H40BN10Pb",
  "method": "ωB97M-V/def2-TZVPD",
  "elements": ["Pb", "C", "C", "C", "C", "N", "N", "B", "N", "N", "C", "C", "C", "C", "C", "C", "C", "C", "C", "C", "N", "N", "C", "C", "C", "C", "C", "C", "C", "C", "C", "C", "C", "C", "C", "C", "C", "C", "H", "H", "H", "H", "H", "H", "H", "H", "H", "H", "H", "H", "H", "H", "H", "H", "H", "H", "H", "H", "H", "H", "H", "H", "H", "H", "H", "H", "C", "N", "C", "N", "C", "N", "C", "N", "C", "C", "H", "H", "H", "H", "H", "H", "H", "H", "H", "H", "H", "H"],
  "xyz": [[0.234, 0.029, -0.665], [-0.967, -2.580, -5.620], [-0.955, -2.399, -4.142], [-1.371, -3.281, -3.154], [-1.179, -2.614, -1.949], [-0.659, -1.405, -2.193], [-0.524, -1.272, -3.538], [0.004, 0.032, -4.141], [-0.665, 1.259, -3.514], [-0.512, 1.544, -2.191], [-1.214, 2.657, -1.930], [-1.829, 3.095, -3.096], [-1.456, 2.192, -4.082], [-1.817, 2.189, -5.527], [-1.230, 3.218, -0.572], [-0.040, 3.337, 0.150], [-0.050, 3.873, 1.430], [-1.245, 4.302, 1.990], [-2.429, 4.195, 1.272], [-2.425, 3.654, -0.004], [1.560, 0.122, -3.815], [2.037, -0.033, -2.605], [3.407, 0.087, -2.706], [3.742, 0.360, -4.063], [2.569, 0.356, -4.746], [2.305, 0.556, -6.194], [4.295, -0.089, -1.619], [3.895, -0.727, -0.415], [4.796, -0.920, 0.597], [6.117, -0.472, 0.450], [6.535, 0.157, -0.724], [5.644, 0.337, -1.752], [-1.475, -3.003, -0.564], [-1.109, -4.256, -0.080], [-1.390, -4.601, 1.233], [-2.038, -3.700, 2.070], [-2.412, -2.453, 1.592], [-2.138, -2.105, 0.277], [-1.369, -3.559, -5.864], [-1.585, -1.825, -6.106], [0.039, -2.513, -6.036], [-1.798, -4.258, -3.305], [-0.132, 0.037, -5.318], [-2.438, 3.973, -3.227], [-2.461, 3.038, -5.743], [-0.932, 2.265, -6.159], [-2.350, 1.278, -5.799], [0.905, 3.089, -0.324], [0.880, 3.999, 1.969], [-1.248, 4.755, 2.973], [-3.358, 4.549, 1.699], [-3.348, 3.576, -0.565], [4.725, 0.486, -4.482], [3.246, 0.725, -6.712], [1.820, -0.316, -6.633], [1.660, 1.419, -6.359], [2.894, -1.127, -0.329], [4.504, -1.435, 1.501], [6.826, -0.629, 1.253], [7.558, 0.493, -0.824], [5.962, 0.829, -2.660], [-0.606, -4.959, -0.731], [-1.114, -5.581, 1.599], [-2.281, -3.991, 3.083], [-2.961, -1.767, 2.224], [-2.528, -1.175, -0.128], [0.312, -0.192, 6.297], [-0.954, -0.004, 5.559], [-1.878, -1.080, 5.937], [-2.074, -1.068, 7.391], [-0.804, -1.309, 8.092], [0.128, -0.234, 7.751], [-0.520, 1.000, 8.195], [-1.803, 1.130, 7.487], [-1.595, 1.227, 6.038], [-2.782, 0.118, 7.870], [0.986, 0.628, 6.051], [0.771, -1.125, 5.972], [-1.459, -2.046, 5.658], [-2.840, -0.942, 5.444], [-0.408, -2.270, 7.767], [-0.979, -1.335, 9.166], [0.099, 1.862, 7.949], [-0.696, 0.973, 9.269], [-0.952, 2.084, 5.843], [-2.555, 1.369, 5.543], [-3.726, 0.255, 7.349], [-2.925, 0.086, 8.947]],
  "atomic_forces_ev_per_a": [[0.12, 0.03, -0.23], [0.00, 0.00, 0.00], [0.01, -0.01, 0.02], [0.02, 0.02, -0.03], [0.01, -0.02, -0.02], [-0.03, 0.05, -0.01], [-0.05, 0.01, 0.00], [0.00, 0.00, 0.00], [-0.03, 0.00, -0.02], [0.01, 0.01, -0.01], [0.00, 0.00, -0.02], [-0.01, -0.01, -0.04], [-0.01, 0.00, 0.02], [0.00, 0.00, -0.01], [0.01, 0.01, 0.04], [0.02, 0.00, 0.01], [-0.02, 0.01, 0.00], [0.02, 0.00, -0.01], [0.00, 0.00, -0.01], [-0.01, 0.01, 0.02], [0.02, 0.02, 0.02], [-0.01, -0.17, 0.04], [-0.02, 0.08, 0.00], [0.01, 0.01, 0.01], [-0.02, 0.03, 0.01], [0.00, 0.00, 0.00], [-0.01, -0.02, -0.01], [0.00, 0.00, -0.01], [-0.01, 0.00, 0.00], [0.00, 0.00, 0.00], [0.00, 0.00, 0.00], [0.00, 0.00, 0.00], [0.01, -0.03, 0.03], [0.00, -0.01, 0.02], [0.00, 0.01, -0.01], [-0.01, 0.00, -0.01], [0.00, -0.01, 0.00], [0.00, 0.01, 0.00], [0.00, 0.00, 0.00], [0.00, 0.00, 0.00], [0.00, 0.00, 0.00], [-0.01, 0.00, 0.02], [0.00, -0.02, 0.00], [0.00, 0.00, 0.02], [0.00, 0.00, 0.00], [0.00, 0.00, 0.00], [0.00, 0.00, 0.00], [-0.01, 0.00, 0.00], [0.01, 0.00, 0.00], [-0.01, 0.00, 0.00], [0.00, 0.00, 0.00], [0.01, -0.01, -0.01], [0.00, 0.00, 0.00], [0.00, 0.00, 0.00], [0.00, 0.00, 0.00], [0.00, 0.00, 0.00], [0.00, -0.01, 0.00], [0.00, 0.00, 0.00], [0.00, 0.00, 0.00], [0.00, 0.00, 0.00], [0.00, 0.00, 0.00], [0.00, 0.01, -0.01], [0.00, 0.00, 0.01], [0.01, 0.00, 0.00], [0.00, 0.00, 0.00], [0.01, 0.00, 0.00], [0.00, 0.01, -0.02], [-0.06, 0.00, 0.18], [-0.01, 0.00, 0.02], [0.03, 0.01, -0.01], [-0.02, -0.01, 0.00], [0.01, -0.01, 0.01], [-0.02, 0.01, -0.01], [0.02, 0.01, -0.01], [0.00, 0.00, 0.01], [-0.01, -0.03, 0.00], [0.00, 0.00, 0.00], [0.00, 0.00, 0.01], [0.00, 0.00, 0.01], [0.00, 0.00, -0.01], [0.00, 0.00, 0.00], [0.00, 0.00, 0.00], [0.00, 0.00, 0.00], [0.00, 0.00, 0.00], [0.00, 0.00, 0.00], [0.00, 0.00, 0.00], [0.00, 0.01, 0.00], [0.00, 0.01, 0.00]],
  "mulliken_charge": [1.22, -1.32, 0.88, -1.19, 0.03, -0.24, 0.58, -0.73, 0.77, -0.29, 0.14, -1.29, 0.89, -1.32, 0.32, -0.29, -0.88, -0.46, -0.79, -0.56, 0.82, -0.16, 0.08, -0.92, 0.44, -1.34, 1.04, -0.04, -0.92, -0.32, -0.88, -0.46, 0.43, -0.54, -0.81, -0.35, -0.75, -0.64, 0.40, 0.27, 0.27, 0.58, -0.05, 0.59, 0.40, 0.24, 0.31, 0.69, 0.45, 0.51, 0.45, 0.51, 0.47, 0.39, 0.28, 0.28, 0.45, 0.45, 0.43, 0.44, 0.37, 0.51, 0.43, 0.47, 0.45, 0.80, -0.68, 0.13, -0.67, 0.34, -0.62, 0.11, -0.63, 0.31, -0.70, -0.41, 0.34, 0.33, 0.30, 0.29, 0.32, 0.33, 0.33, 0.33, 0.35, 0.32, 0.29, 0.29],
  "total_charge": 3,
  "homo_energy_ev": [-15.57, -15.59],
  "lumo_energy_ev": [-9.976, -10.650],
  "de_lowest_ev": 0.000,
  "homo_lumo_gap_ev": [5.5949, 4.9367]
}